Record 1
The following is a quantum chemistry calculation of a single C6H9N molecule, from the OMol25 dataset.

```
! wB97M-V def2-TZVPD RIJCOSX def2/J DEFGRID3
* xyz 0 1
C -0.5826 1.4004 0.7733
C -0.0292 0.1975 0.0080
C 1.4857 0.3564 -0.2771
C -0.6529 -0.1833 -1.3194
C -1.0160 -1.4969 -1.4724
C -0.7550 -1.9498 -0.1252
N -0.2615 -1.0558 0.7209
H -0.0796 1.4981 1.7448
H -0.3845 2.3215 0.2148
H -1.6598 1.3257 0.9473
H 1.9755 -0.6180 -0.2124
H 1.9603 1.0510 0.4222
H 1.6434 0.7288 -1.2917
H -0.6413 0.5801 -2.1017
H -0.9128 -2.9593 0.2619
H -0.0896 -1.1962 1.7067
*
```

Summary:
highest occupied orbital energy	-7.31	eV
SMILES	CC1(C)C=C=CN1
energy above the lowest of the compared OMol25 structures with the same formula, charge and spin	3.354	eV
E_LUMO	0.2	eV
orbital gap	7.55	eV

These are the Mulliken partial charges, in e, on atoms 1 to 6: -1.54, 1.45, -1.47, -0.49, -0.95, -0.10

***

Record 2
The following is a quantum chemistry calculation of a single C6H9N molecule, from the OMol25 dataset.

```
! wB97M-V def2-TZVPD RIJCOSX def2/J DEFGRID3
* xyz 0 1
C -0.9608 -0.7637 1.7774
N -0.7764 0.0380 0.5837
C 0.6715 0.2902 0.3506
C 0.9665 -0.7315 -0.7225
C -0.1649 -0.2030 -1.5841
C -0.1669 1.2022 -1.5623
C 0.3937 1.5728 -0.3591
H -0.6933 -0.1906 2.6804
H -2.0147 -1.0460 1.8696
H -0.3412 -1.6818 1.7901
H 1.2988 0.3339 1.2484
H 0.8040 -1.7486 -0.3542
H 1.9456 -0.6748 -1.2244
H -0.6800 -0.7952 -2.3372
H -0.7195 1.8395 -2.2428
H 0.4376 2.5586 0.0866
*
```

Summary:
highest occupied orbital energy (spin up / spin down)	-8.40 / -7.54	eV
energy above the lowest of the compared OMol25 structures with the same formula, charge and spin	4.430	eV
E_LUMO (spin up / spin down)	0.2 / 0.3	eV
orbital gap (spin up / spin down)	8.60 / 7.86	eV

These are the Mulliken partial charges, in e, on atoms 1 to 6: -0.87, -0.43, -0.05, -0.55, -0.48, -0.25

***

Record 3
The following is a quantum chemistry calculation of a single C6H9N molecule, from the OMol25 dataset.

```
! wB97M-V def2-TZVPD RIJCOSX def2/J DEFGRID3
* xyz 0 1
C 2.0059 -0.0487 -0.0562
C 0.5240 0.0602 0.0520
C -0.4776 -0.8025 0.7497
C -1.0742 -1.1030 -0.6072
N -0.4540 0.1609 -1.1306
C -1.1789 1.2234 -0.3535
C -0.5091 0.7229 0.9055
H 2.4794 0.8733 -0.4076
H 2.2547 -0.8502 -0.7620
H 2.4326 -0.3164 0.9161
H -0.3056 -1.4503 1.6036
H -0.5723 -1.9471 -1.0906
H -2.1593 -1.1999 -0.7358
H -2.2726 1.1827 -0.4386
H -0.8235 2.2111 -0.6616
H -0.3908 1.1992 1.8735
*
```

Summary:
highest occupied orbital energy	-8.88	eV
SMILES	C[C@]12[C@@H]3CN1C[C@@H]32
energy above the lowest of the compared OMol25 structures with the same formula, charge and spin	3.181	eV
E_LUMO	1.1	eV
orbital gap	10.00	eV

These are the Mulliken partial charges, in e, on atoms 1 to 6: -1.28, 0.61, -0.25, -0.45, -0.52, -0.38

***

Record 4
The following is a quantum chemistry calculation of a molecular structure, C6H9N in a non-equilibrium geometry, from the OMol25 dataset.

```
! wB97M-V def2-TZVPD RIJCOSX def2/J DEFGRID3
* xyz 0 1
C 1.9835 0.1360 0.0407
C 0.5116 -0.0787 0.0086
C -0.4617 0.5386 0.9453
C -1.0322 1.1422 -0.3516
N -0.4555 0.0277 -1.1540
C -1.2107 -1.1406 -0.5718
C -0.4885 -0.9632 0.7437
H 2.1454 1.1830 -0.2360
H 2.5454 -0.5000 -0.6455
H 2.3851 0.0102 1.0562
H -0.2765 1.0350 1.8913
H -2.0991 1.3196 -0.5129
H -0.4465 2.0313 -0.6083
H -0.9860 -2.1068 -1.0239
H -2.2981 -0.9730 -0.6154
H 0.2939 -1.6491 1.0314
*
```

Summary:
highest occupied orbital energy	-8.51	eV
energy above the lowest of the compared OMol25 structures with the same formula, charge and spin	4.344	eV
E_LUMO	1.1	eV
orbital gap	9.59	eV

These are the Mulliken partial charges, in e, on atoms 1 to 6: -1.32, 0.69, -0.16, -0.57, -0.54, -0.34

***

Record 5
The following is a quantum chemistry calculation of 2 unconnected molecules or ions with the total composition C6H9N, from the OMol25 dataset.

```
! wB97M-V def2-TZVPD RIJCOSX def2/J DEFGRID3
* xyz 0 1
C 0.0542 -1.5465 0.6654
C -0.7027 -0.9685 -0.4902
C -1.4375 -1.6447 -1.4739
C -0.4342 -1.1333 -2.2643
C -0.1976 0.1123 -1.3470
H -0.4199 -2.4570 1.0435
H 0.1417 -0.8018 1.4631
H 1.0716 -1.8009 0.3358
H -2.0975 -2.5018 -1.4994
H 0.8278 0.4643 -1.2034
H -0.8907 0.9151 -1.5849
C 0.4257 2.5112 1.4433
N 0.1934 1.4809 2.1433
H 1.0386 2.4108 0.5443
H 0.0569 3.5185 1.6698
H -0.3912 1.7147 2.9482
*
```

Summary:
highest occupied orbital energy	-8.12	eV
SMILES	C[C@]12C=C1C2.C=N
energy above the lowest of the compared OMol25 structures with the same formula, charge and spin	5.117	eV
E_LUMO	1.0	eV
orbital gap	9.13	eV

These are the Mulliken partial charges, in e, on atoms 1 to 6: -1.04, 0.51, -0.13, -0.71, -0.28, 0.33

***

Record 6
The following is a quantum chemistry calculation of a molecular structure, C6H9N, from the OMol25 dataset.

```
! wB97M-V def2-TZVPD RIJCOSX def2/J DEFGRID3
* xyz 0 1
C 0.5939 0.9720 -0.9369
C 0.1422 -0.9196 -1.2986
C -1.3740 -0.9343 -1.1594
C -1.5205 -0.3930 0.0483
C -0.0593 -0.2582 0.3766
C 0.4959 0.3625 1.6276
N 0.5341 -1.5170 -0.0539
H 1.6874 0.9341 -0.9625
H 0.2424 1.2032 -1.9464
H 0.2662 1.8076 -0.3056
H -2.0661 -1.3002 -1.9044
H -2.3798 -0.0664 0.6286
H 1.5788 0.4997 1.5616
H 0.0311 1.3389 1.7925
H 0.2768 -0.2858 2.4850
H 1.5508 -1.4436 0.0474
*
```

Summary:
highest occupied orbital energy	-8.13	eV
energy above the lowest of the compared OMol25 structures with the same formula, charge and spin	6.434	eV
E_LUMO	0.9	eV
orbital gap	9.01	eV

These are the Mulliken partial charges, in e, on atoms 1 to 6: -1.09, -0.72, -0.07, -1.15, 1.40, -1.30

***

Record 7
The following is a quantum chemistry calculation of a single C6H9N molecule in a non-equilibrium geometry, from the OMol25 dataset.

```
! wB97M-V def2-TZVPD RIJCOSX def2/J DEFGRID3
* xyz 0 1
C -1.5026 0.5941 1.1447
C -0.1476 0.3766 0.4958
C 1.0337 0.7714 1.0432
N 2.0532 0.4546 0.1925
C 1.5264 -0.1799 -0.9153
C 0.1672 -0.3157 -0.7567
C -0.8113 -1.3049 -1.2956
H -2.1668 0.8926 0.3335
H -1.7960 -0.2472 1.7623
H -1.4791 1.4655 1.8039
H 1.2310 1.2187 2.0067
H 2.9368 0.9418 0.2100
H 2.1750 -0.0302 -1.7715
H -1.7576 -1.2290 -0.7563
H -0.3703 -2.2904 -1.1625
H -1.0921 -1.1181 -2.3346
*
```

Summary:
highest occupied orbital energy	-7.99	eV
SMILES	Cc1c[nH]cc1C
energy above the lowest of the compared OMol25 structures with the same formula, charge and spin	0.885	eV
E_LUMO	1.1	eV
orbital gap	9.08	eV

These are the Mulliken partial charges, in e, on atoms 1 to 6: -1.38, 0.85, -0.97, -0.05, -0.67, 0.48

***

Record 8
The following is a quantum chemistry calculation of a single C6H9N molecule, from the OMol25 dataset.

```
! wB97M-V def2-TZVPD RIJCOSX def2/J DEFGRID3
* xyz 0 1
C -2.0012 1.4540 -1.0139
C -1.2793 0.7398 -0.1919
C -0.3545 0.1014 0.4817
C -0.5773 -0.7734 1.6927
C 1.0206 0.3567 -0.0979
C 1.4847 -0.5049 -1.2147
N 2.1680 -0.5115 0.0749
H -2.2190 2.5028 -0.8205
H -2.4193 1.0086 -1.9141
H -0.1564 -1.7772 1.5512
H -1.6415 -0.8919 1.9110
H -0.1085 -0.3496 2.5879
H 1.2721 1.4125 -0.1225
H 2.0438 -0.0972 -2.0518
H 0.8315 -1.3356 -1.4795
H 1.9362 -1.3345 0.6074
*
```

Summary:
highest occupied orbital energy	-8.84	eV
SMILES	C=C=C(C)[C@@H]1CN1
energy above the lowest of the compared OMol25 structures with the same formula, charge and spin	3.091	eV
E_LUMO	1.0	eV
orbital gap	9.81	eV

These are the Mulliken partial charges, in e, on atoms 1 to 6: -0.85, 0.05, 0.57, -1.32, -0.06, -0.45